[1]
Density functional theory data (ωB97M-V/def2-TZVPD) for C44H24Cl4IrN4 as an isolated structure at a distorted geometry.

- ΔE to the lowest compared entry with this formula, charge and spin (kcal/mol) = 0.0
- energy (Eh) = -3854.73283
- LUMO energy (alpha / beta) (eV) = -9.14 / -9.15
- molecular weight (g/mol) = 942.733
- frontier orbital gap (alpha / beta) (eV) = 4.124 / 4.056
- HOMO energy (alpha / beta) (eV) = -13.26 / -13.21
- charge = +2
- spin multiplicity = 2

Element x y z (Å)
Ir  0.03107  -0.18591  -0.17508
Cl  -6.89913  -2.21381  5.83462
C  -5.64403  -1.94751  4.70312
C  -4.60193  -1.06901  5.00792
C  -3.58723  -0.86751  4.09892
C  -3.57413  -1.54021  2.86782
C  -4.61723  -2.43381  2.58692
C  -5.64723  -2.62721  3.48282
C  -2.48993  -1.26541  1.91512
C  -2.83533  -0.83881  0.60172
C  -4.12953  -0.89071  0.04672
C  -4.04273  -0.36211  -1.22358
C  -2.71233  0.07999  -1.38948
C  -2.28313  0.89819  -2.46738
C  -3.33043  1.43509  -3.34388
C  -3.26093  1.27419  -4.73228
C  -4.25433  1.77009  -5.54958
C  -5.33543  2.45399  -4.98908
Cl  -6.57283  3.06609  -6.00018
C  -5.40843  2.63839  -3.60718
C  -4.42123  2.12639  -2.79588
C  -0.96443  1.30519  -2.64518
N  0.11217  0.86639  -1.91468
C  1.19677  1.58519  -2.35858
C  2.49977  1.43719  -1.90218
C  3.55547  2.34319  -2.35638
C  4.31827  3.00469  -1.38098
C  5.30347  3.89979  -1.73108
C  5.57417  4.13959  -3.07928
Cl  6.80857  5.23929  -3.52688
C  4.83867  3.47479  -4.06318
C  3.83297  2.60259  -3.70418
C  2.86517  0.46319  -0.92638
C  4.19087  0.04539  -0.70288
C  4.15767  -0.85991  0.34162
C  2.80587  -0.98921  0.72342
N  2.01087  -0.19571  -0.07978
C  2.35057  -1.68511  1.87652
C  1.01987  -1.68661  2.29322
C  0.53967  -2.30211  3.49812
C  -0.80263  -2.11571  3.53482
C  -1.17133  -1.42951  2.32992
N  -0.04243  -1.16561  1.59212
C  3.35967  -2.34931  2.70952
C  4.23807  -3.29081  2.15632
C  5.19007  -3.91591  2.93052
C  5.27927  -3.61411  4.29192
Cl  6.44337  -4.40041  5.26272
C  4.41877  -2.67261  4.85932
C  3.47627  -2.04721  4.07382
C  0.77687  2.54219  -3.34538
C  -0.54953  2.35339  -3.54048
N  -1.95673  -0.27091  -0.29498
H  -4.60113  -0.54131  5.94902
H  -2.80193  -0.16141  4.32562
H  -4.59023  -3.02231  1.68302
H  -6.45823  -3.29981  3.24772
H  -5.01163  -1.26261  0.52242
H  -4.82293  -0.30171  -1.95468
H  -2.43733  0.72229  -5.15748
H  -4.20233  1.63179  -6.61758
H  -6.23923  3.17989  -3.18468
H  -4.47233  2.29199  -1.72868
H  4.09707  2.83839  -0.33848
H  5.87127  4.41079  -0.97038
H  5.06487  3.64569  -5.10308
H  3.28907  2.08069  -4.47448
H  5.04417  0.35299  -1.27138
H  4.99957  -1.34701  0.79122
H  1.14467  -2.83731  4.20212
H  -1.49563  -2.45991  4.27452
H  4.14207  -3.55001  1.11192
H  5.86497  -4.63651  2.49282
H  4.50077  -2.43421  5.90762
H  2.84247  -1.28211  4.49632
H  1.41227  3.27679  -3.79848
H  -1.20003  2.89359  -4.19838

Löwdin population analysis, charges in e, atoms 1 to 4:
1. Ir 1.318
2. Cl 0.762
3. C -0.646
4. C -0.066

***

[2]
Density functional theory data (ωB97M-V/def2-TZVPD) for C44H24Cl5InN4O4 as an isolated structure at a distorted geometry.

- ΔE to the lowest compared entry with this formula, charge and spin (kcal/mol) = 38.9
- energy (Eh) = -4701.91869
- LUMO energy (alpha / beta) (eV) = -1.88 / -2.21
- molecular weight (g/mol) = 964.783
- frontier orbital gap (alpha / beta) (eV) = 5.291 / 4.902
- HOMO energy (alpha / beta) (eV) = -7.17 / -7.11
- charge = 0
- spin multiplicity = 1

Element x y z (Å)
In  0.09070  -0.09216  -0.51529
Cl  -8.63064  2.75003  2.19353
C  -7.09968  2.11555  1.76956
C  -6.40778  1.19764  2.59102
C  -5.17564  0.73409  2.17247
C  -4.55730  1.24587  1.00140
C  -5.28788  2.14586  0.18923
C  -6.62218  2.45935  0.48692
C  -3.19737  0.85919  0.56838
C  -2.31240  1.92332  0.05597
C  -2.62868  3.31557  -0.06075
C  -1.68483  3.86697  -0.92209
C  -0.68460  2.88181  -1.17262
C  0.58621  3.14019  -1.84560
C  0.62979  3.85890  -3.13320
C  1.84470  4.32407  -3.74131
C  1.85395  5.10053  -4.88256
C  0.65452  5.35903  -5.57902
Cl  0.67585  6.27192  -7.03286
C  -0.53628  4.85569  -5.08142
C  -0.55891  4.12893  -3.90450
C  1.75877  2.48985  -1.26749
N  1.81447  1.15919  -0.77870
C  3.08151  0.95271  -0.19301
C  3.61519  -0.23255  0.38981
C  5.10876  -0.30777  0.64195
C  6.05583  0.16403  -0.29166
C  7.40861  0.08472  -0.03167
C  7.82256  -0.30726  1.20200
Cl  9.46621  -0.36127  1.49537
C  6.93904  -0.72531  2.19229
C  5.55614  -0.69021  1.95893
C  2.75400  -1.35248  0.69945
C  3.18418  -2.58001  1.26682
C  2.09486  -3.32025  1.70846
C  0.92120  -2.58950  1.32633
N  1.33804  -1.31736  0.74178
C  -0.40536  -2.97965  1.63846
C  -1.52200  -2.18863  1.15710
C  -2.87053  -2.66338  1.16618
C  -3.64741  -1.58649  0.90604
C  -2.75128  -0.44519  0.68306
N  -1.44656  -0.86560  0.79339
C  -0.72903  -4.34183  2.26291
C  -1.53742  -4.59060  3.36242
C  -1.96340  -5.91329  3.63032
C  -1.45524  -6.98676  2.85759
Cl  -2.20040  -8.56323  3.12187
C  -0.55393  -6.76422  1.81862
C  -0.12869  -5.43202  1.55541
C  3.83166  2.16163  -0.36484
C  3.02937  3.08571  -1.03525
N  -1.05271  1.70445  -0.51397
H  -6.91960  0.81696  3.42884
H  -4.61941  0.09932  2.83296
H  -4.82820  2.54192  -0.70908
H  -7.23103  3.07716  -0.19497
H  -3.57990  3.74930  0.32206
H  -1.65138  4.89511  -1.28076
H  2.76699  3.99697  -3.33809
H  2.74372  5.48257  -5.36511
H  -1.46828  4.94055  -5.65651
H  -1.53201  3.78742  -3.53187
H  5.65728  0.60445  -1.19887
H  8.12457  0.29590  -0.81203
H  7.29567  -0.98785  3.12121
H  4.85079  -0.91513  2.73480
H  4.20159  -2.83437  1.18821
H  2.13673  -4.28649  2.24633
H  -3.10850  -3.69859  1.19863
H  -4.75594  -1.52306  0.82150
H  -1.95833  -3.78117  3.96075
H  -2.68388  -6.06161  4.43292
H  -0.29962  -7.62930  1.19604
H  0.73338  -5.25519  0.93183
H  4.85671  2.31358  -0.09412
H  3.34675  4.07404  -1.32926
O  -2.59760  -1.54878  -1.94709
Cl  -1.32987  -2.23160  -2.44601
O  -1.42732  -2.47850  -3.85657
O  -0.20237  -1.19955  -2.25407
O  -0.98891  -3.38381  -1.65890

Löwdin population analysis, charges in e, atoms 1 to 4:
1. In 0.930
2. Cl 0.691
3. C -0.676
4. C -0.078

***

[3]
Density functional theory data (ωB97M-V/def2-TZVPD) for C44H25BrF3IrN6O5S2Sb as an isolated structure at a distorted geometry.

- ΔE to the lowest compared entry with this formula, charge and spin (kcal/mol) = 31.4
- energy (Eh) = -6410.90230
- LUMO energy (alpha / beta) (eV) = -2.21 / -2.23
- molecular weight (g/mol) = 1232.730
- frontier orbital gap (alpha / beta) (eV) = 5.615 / 5.603
- HOMO energy (alpha / beta) (eV) = -7.83 / -7.83
- charge = 0
- spin multiplicity = 2

Element x y z (Å)
Ir  0.16214  -0.35485  -0.05774
Br  -8.83091  0.08447  3.53545
C  -7.44981  1.35952  3.56429
C  -6.92183  1.82202  2.36376
C  -5.90260  2.75305  2.37897
C  -5.39383  3.21957  3.60426
C  -5.95493  2.75436  4.80585
C  -6.97517  1.82817  4.78580
N  -4.34759  4.10139  3.72297
N  -3.82879  4.57408  2.61289
C  -2.92968  4.01088  1.89650
C  -2.59629  4.71358  0.65614
C  -1.90108  4.13287  -0.31652
C  -1.40388  2.75159  -0.19303
O  -0.86336  2.19281  -1.11228
C  -1.60595  2.05302  1.14138
N  -1.07968  0.82543  1.29605
C  -1.14577  0.25459  2.49990
C  -1.71212  0.87918  3.59641
C  -2.29679  2.11410  3.43599
C  -2.27779  2.70841  2.17358
H  -7.31385  1.45248  1.42631
H  -5.50290  3.12996  1.44716
H  -5.56502  3.13454  5.74066
H  -7.41113  1.47058  5.70791
H  -3.00839  5.70872  0.54918
H  -1.69119  4.63156  -1.25314
H  -0.72461  -0.73978  2.57026
H  -1.69745  0.38458  4.55690
H  -2.74541  2.62493  4.27491
S  -1.10882  -2.31363  -0.06501
C  0.17654  -3.11071  -0.91299
S  1.48568  -1.98949  -1.08023
C  0.13110  -4.38208  -1.41179
C  -1.01545  -5.19771  -1.18654
N  -1.94698  -5.84497  -0.98658
C  1.18400  -4.86786  -2.24147
N  2.02045  -5.24127  -2.93905
O  1.84857  1.05644  -0.70639
C  2.24585  1.10126  0.48915
O  1.70141  0.37181  1.37247
C  3.34817  2.02818  0.87564
C  4.14229  2.57761  -0.12573
C  5.17475  3.43889  0.20361
C  5.37288  3.73854  1.53856
C  4.59262  3.21560  2.55220
C  3.57143  2.34500  2.20971
N  6.46692  4.67136  1.89843
O  7.14746  5.11156  0.99630
O  6.61220  4.93713  3.07344
H  3.93808  2.32390  -1.15737
H  5.81654  3.87530  -0.54659
H  4.79444  3.48601  3.57755
H  2.94308  1.90213  2.97000
F  -6.16352  2.45362  -3.67131
C  -4.98510  1.86980  -3.38835
C  -4.72108  1.51254  -2.07977
C  -3.50403  0.91211  -1.79746
C  -2.57118  0.67620  -2.80369
C  -2.87929  1.03548  -4.11169
C  -4.09011  1.64494  -4.41385
Sb  -0.74613  -0.30476  -2.39105
C  -1.02006  -1.94201  -3.67131
C  -1.96953  -2.91838  -3.36554
C  -2.20511  -3.97161  -4.23324
C  -1.47767  -4.02830  -5.40573
F  -1.70120  -5.04382  -6.25559
C  -0.53412  -3.08059  -5.74228
C  -0.30713  -2.03086  -4.86409
C  0.66888  0.83332  -3.47218
C  0.42122  2.16912  -3.77439
C  1.39404  2.95555  -4.37421
C  2.61539  2.38116  -4.66020
F  3.56937  3.14217  -5.23057
C  2.89618  1.05900  -4.38451
C  1.91337  0.28793  -3.78191
H  -5.46306  1.69836  -1.31445
H  -3.28632  0.61613  -0.77579
H  -2.17349  0.84367  -4.91260
H  -4.34648  1.93560  -5.42341
H  -2.52914  -2.87387  -2.43983
H  -2.92422  -4.74529  -4.00159
H  0.01540  -3.17506  -6.66845
H  0.43077  -1.28420  -5.12352
H  -0.53633  2.61132  -3.53609
H  1.22238  3.99682  -4.61089
H  3.86792  0.65127  -4.62798
H  2.13633  -0.74357  -3.54060

Löwdin population analysis, charges in e, atoms 1 to 4:
1. Ir 0.666
2. Br 0.776
3. C -0.694
4. C -0.117

***

[4]
Density functional theory data (ωB97M-V/def2-TZVPD) for C44H25IrN11 as an isolated structure at a distorted geometry.

- energy (Eh) = -2397.85308
- LUMO energy (alpha / beta) (eV) = -8.87 / -8.83
- molecular weight (g/mol) = 899.978
- frontier orbital gap (alpha / beta) (eV) = 2.702 / 2.793
- HOMO energy (alpha / beta) (eV) = -11.58 / -11.62
- charge = +2
- spin multiplicity = 2

Element x y z (Å)
Ir  0.44043  1.30510  0.48002
C  6.03187  3.02412  -2.56798
C  5.21759  3.89410  -3.28412
C  3.83161  3.89704  -3.11749
C  3.31551  3.00960  -2.19900
C  1.94380  2.70392  -1.79189
N  0.89915  3.19706  -2.35796
C  -0.35023  2.85703  -2.02938
C  -1.43842  3.07153  -2.93504
C  -1.45495  3.58867  -4.22303
C  -2.67236  3.62022  -4.87992
C  -3.83652  3.13738  -4.26488
C  -3.82723  2.63052  -2.97963
C  -2.60345  2.60863  -2.29283
C  -2.17322  2.19285  -1.00397
N  -2.54341  2.48535  1.37990
C  -1.96004  1.72019  2.39437
N  -0.88082  0.98211  2.06187
C  -0.63016  0.19273  3.15453
N  0.35192  -0.67979  3.31051
C  1.38806  -0.72542  2.53057
N  1.69412  0.12311  1.47840
C  2.97127  -0.20515  1.05106
N  3.70171  0.39102  0.15668
C  3.23970  1.35671  -0.62541
N  1.96165  1.72974  -0.79345
C  4.13007  2.14125  -1.48335
C  5.49695  2.11843  -1.65025
C  3.46700  -1.34501  1.81302
C  4.66482  -2.02960  1.75205
C  4.83052  -3.08219  2.64760
C  3.83768  -3.41374  3.56800
C  2.63884  -2.70785  3.63130
C  2.47775  -1.67565  2.72963
C  -1.61399  0.45870  4.18926
C  -1.80036  -0.08121  5.44684
C  -2.85727  0.41476  6.20512
C  -3.69958  1.41619  5.71606
C  -3.51869  1.96125  4.45381
C  -2.45829  1.46836  3.69900
N  -0.81476  2.30024  -0.86033
H  7.10078  3.04888  -2.72982
H  5.67019  4.57971  -3.98737
H  3.19549  4.56567  -3.68068
H  -0.54631  3.94487  -4.68829
H  -2.73170  4.01157  -5.88617
H  -4.76711  3.15981  -4.81581
H  -4.74163  2.25424  -2.54684
H  6.12357  1.43220  -1.09789
H  5.43477  -1.75800  1.04359
H  5.74854  -3.65355  2.63482
H  4.00726  -4.23576  4.25006
H  1.87128  -2.95635  4.35070
H  -1.15094  -0.85982  5.82247
H  -3.03339  0.01884  7.19582
H  -4.50599  1.77591  6.34016
H  -4.16923  2.74482  4.08780
N  -7.40356  1.91161  -0.33227
C  -8.68283  2.41641  -0.46216
C  -9.91741  1.80317  -0.65828
C  -11.00536  2.64376  -0.74629
C  -10.87754  4.04316  -0.64399
C  -9.65560  4.64309  -0.45140
C  -8.53757  3.80788  -0.36052
N  -7.21064  4.12949  -0.17438
C  -6.57453  2.98907  -0.16464
C  -5.12323  2.91921  0.00647
C  -4.44528  1.75846  0.13404
C  -2.95911  1.70298  0.15851
N  -2.63199  3.73152  1.53457
C  -3.31200  4.52223  0.65980
C  -4.45662  4.19594  0.00022
H  -7.15080  0.94127  -0.39215
H  -10.02276  0.72958  -0.73662
H  -11.98868  2.21986  -0.89801
H  -11.76710  4.65307  -0.71948
H  -9.55252  5.71628  -0.37185
H  -4.96653  0.81511  0.23252
H  -2.64247  0.68246  0.38121
H  -3.00379  5.55660  0.72521
H  -5.01999  5.01599  -0.42971

Löwdin population analysis, charges in e, atoms 1 to 4:
1. Ir 1.352
2. C -0.022
3. C -0.029
4. C 0.025